Molecular formula: C6H7N6S
Method: DFT, ωB97M-V/def2-TZVPD

XYZ file:
```
20
Properties=species:S:1:pos:R:3:forces:R:3
C -3.367 -0.779 -0.377 -0.50 -0.17 -0.09
C -0.209 1.999 0.461 0.21 0.39 0.31
C -0.990 0.074 -0.144 -1.14 -0.03 -0.10
C -2.031 0.999 -0.126 1.23 -1.87 -0.12
C -1.191 -1.277 -0.091 -0.12 1.22 -0.01
C 1.071 -0.318 0.620 -0.05 -0.23 0.78
N -3.265 0.538 -0.276 0.00 1.14 0.05
N -2.420 -1.719 -0.254 0.84 -0.79 0.14
N -1.448 2.214 0.228 -0.63 0.75 -0.04
N 0.177 0.648 0.268 -0.13 -0.42 -0.33
N 2.353 -0.428 -1.219 -0.03 0.18 -0.65
N 2.074 -0.122 1.463 -0.08 -0.02 0.11
S 0.365 -1.965 0.450 0.00 -0.18 0.11
H -4.368 -1.164 -0.516 -0.04 0.00 -0.05
H 0.478 2.764 0.765 0.28 0.09 0.06
H 3.346 -0.432 -1.012 0.07 -0.02 -0.07
H 2.174 0.360 -1.835 0.10 -0.03 -0.07
H 2.481 0.792 1.602 -0.09 -0.08 -0.03
H 2.141 -1.267 -1.748 0.08 -0.03 -0.08
H 2.629 -0.919 1.743 -0.02 0.12 0.08
```
Positions in Å, forces in eV/Å.

Results
charge	+1
HOMO-LUMO gap	0.3236	Eh
ΔE to the lowest compared entry with this formula, charge and spin	0.0	kJ/mol
E_tot	-26103.608	eV
maximum force	2.242	eV Å⁻¹